Entry 1:
{"formula": "C2H4BrNS", "method": "ωB97M-V/def2-TZVPD", "symbols": ["Br", "S", "N", "C", "C", "H", "H", "H", "H"], "coordinates": [[-1.5099, -2.9968, 2.1570], [-0.8241, -0.1209, 1.6465], [-0.0356, -1.7915, -0.2033], [-0.1004, 0.9474, 0.3075], [-0.6645, -1.6809, 1.0577], [-0.6808, 1.7220, -0.1258], [0.8834, 1.3767, 0.5861], [0.0495, 0.0503, -0.3681], [0.1493, -2.7373, -0.5055]], "e_tot_ha": -3105.504766, "homo_energy_ev": -9.1715, "de_lowest_kcal_mol": 19.7}

=====

Entry 2:
{"formula": "C2H4BrO4S", "method": "ωB97M-V/def2-TZVPD", "symbols": ["Br", "S", "O", "O", "O", "O", "C", "C", "H", "H", "H", "H"], "coordinates": [[2.7286, 0.4642, 1.8897], [1.7509, 0.9821, -0.9583], [1.0204, 2.2064, -0.5131], [-1.4516, 1.2066, -0.5317], [3.1708, 1.1797, -1.1343], [0.9498, 0.2865, -1.9422], [1.4696, -0.0112, 0.5576], [0.3668, -0.5470, 1.0089], [-0.4043, -0.4923, 0.2813], [-0.5091, 1.6545, -0.4214], [-1.3170, 0.5331, -1.2399], [0.1083, -1.0696, 1.8752]], "e_tot_ha": -3351.813734, "homo_energy_ev": -5.8047, "total_charge": -1, "de_lowest_kcal_mol": 30.5}

=====

Entry 3:
{"formula": "C2H4BrP", "method": "ωB97M-V/def2-TZVPD", "symbols": ["Br", "P", "C", "C", "H", "H", "H", "H"], "coordinates": [[-2.6789, 0.2063, 0.0132], [0.3969, -1.3787, 0.0610], [-0.4531, 0.1151, -0.4326], [0.4579, 0.3604, 0.7542], [-0.4515, 0.6321, -1.4665], [1.2704, 0.9441, 0.4679], [1.4578, -1.3526, -1.0580], [0.0005, 0.4734, 1.6607]], "e_tot_ha": -2993.889837, "homo_energy_ev": -9.8855, "de_lowest_kcal_mol": 40.6}

=====

Molar mass values, unit g/mol, following the record order: 154.03; 204.02; 138.93.
Gap between HOMO and LUMO values, unit eV, following the record order: 9.6; 9.0; 9.7.